[1]
This record from the Open Molecules 2025 dataset describes a cluster of 4 separate species, C34H63FO15S in total. The level of theory is the ωB97M-V functional and the def2-TZVPD basis.

Element x y z (Å)
C  4.0286  5.3705  1.6642
C  4.6585  4.2157  1.3408
C  4.0245  3.2334  0.4291
O  3.2148  3.5175  -0.4098
O  4.4143  1.9374  0.5993
C  4.2687  1.3716  1.9080
C  2.8234  1.0505  2.2444
C  2.2899  -0.2103  1.5448
C  1.1859  -0.8578  2.3826
C  0.0151  0.1366  2.5989
C  -1.3198  -0.5980  2.7009
C  -2.5910  0.2875  2.7130
C  -3.6206  -0.2340  3.7443
C  -4.2205  0.7776  4.7383
C  -5.6201  1.3087  4.3493
C  -5.6861  2.7942  3.9226
C  -6.5846  3.0363  2.6949
C  -6.1170  4.2617  1.8980
C  -7.1390  4.8429  0.9112
C  -8.5422  5.0821  1.4608
O  -2.1518  1.6400  3.0106
S  -2.3187  2.6841  1.8429
O  -2.8213  3.8755  2.4231
O  -1.1647  2.7826  1.0149
O  -3.4228  1.8740  1.0577
C  -3.2833  0.4437  1.3135
C  -2.6060  -0.2148  0.1202
C  -3.2443  0.1754  -1.2071
C  -2.5048  1.2704  -1.9408
F  -3.2723  -0.9596  -2.0303
H  3.6933  6.0555  0.8903
H  3.8145  5.6414  2.6939
H  5.6288  3.9978  1.7806
H  4.8945  0.4816  1.9606
H  4.6648  2.0547  2.6642
H  2.7844  0.8853  3.3270
H  2.1845  1.9049  2.0106
H  3.1009  -0.9252  1.3829
H  1.9108  0.0906  0.5646
H  0.7837  -1.7388  1.8793
H  1.6136  -1.0874  3.3612
H  0.2077  0.6994  3.5111
H  0.0228  0.8320  1.7585
H  -1.3015  -1.1692  3.6306
H  -1.3604  -1.3416  1.9061
H  -3.1266  -1.0096  4.3276
H  -4.4449  -0.7346  3.2357
H  -4.3465  0.2421  5.6805
H  -3.5428  1.6032  4.9521
H  -6.2467  1.2213  5.2397
H  -6.0794  0.6895  3.5756
H  -6.0527  3.3952  4.7572
H  -4.6745  3.1414  3.7080
H  -7.6175  3.1313  3.0270
H  -6.4689  2.1583  2.0515
H  -5.2623  3.9318  1.3061
H  -5.7544  5.0232  2.5939
H  -6.7225  5.7722  0.5153
H  -7.2002  4.1663  0.0521
H  -8.5362  5.8844  2.2003
H  -9.1937  5.3991  0.6440
H  -8.9791  4.1769  1.8767
H  -4.3207  0.1116  1.2916
H  -2.7029  -1.2972  0.2231
H  -1.5413  0.0290  0.1214
H  -4.2847  0.4842  -1.0678
H  -2.8491  1.3284  -2.9724
H  -1.4317  1.0729  -1.9476
H  -2.6555  2.2304  -1.4502
C  5.8067  -6.3681  4.7715
C  5.0332  -5.0690  4.8285
O  5.2420  -4.2568  3.6615
C  4.6181  -4.6685  2.5576
O  3.8881  -5.6221  2.4679
O  4.9351  -3.8352  1.5684
C  4.3933  -4.1962  0.2931
H  6.8682  -6.1715  4.6157
H  5.6831  -6.9178  5.7047
H  5.4584  -6.9960  3.9534
H  5.3834  -4.4581  5.6585
H  3.9660  -5.2419  4.9680
H  3.3126  -4.3090  0.3486
H  4.8485  -5.1168  -0.0670
H  4.6320  -3.3880  -0.3916
C  5.8584  -3.7328  -6.0824
C  6.3586  -3.8708  -4.6615
O  5.3539  -4.4003  -3.7781
C  5.1112  -5.7039  -3.8995
O  5.6652  -6.4684  -4.6454
O  4.1400  -6.0222  -3.0408
C  3.7086  -7.3847  -3.1146
H  4.9532  -3.1250  -6.1094
H  6.6199  -3.2585  -6.7013
H  5.6225  -4.7050  -6.5116
H  6.6021  -2.8930  -4.2506
H  7.2549  -4.4886  -4.6073
H  4.5489  -8.0650  -2.9957
H  3.2080  -7.5716  -4.0631
H  3.0066  -7.5213  -2.2974
C  -0.6001  3.8952  -8.5140
C  -0.0927  3.8071  -7.0913
O  -0.9537  3.0193  -6.2525
C  -0.8882  1.7028  -6.4377
O  -0.1695  1.1254  -7.2121
O  -1.7605  1.1258  -5.6100
C  -1.8625  -0.2948  -5.7513
H  -1.6211  4.2788  -8.5302
H  0.0362  4.5615  -9.0966
H  -0.6020  2.9167  -8.9911
H  -0.0841  4.7934  -6.6317
H  0.9216  3.4107  -7.0489
H  -0.8869  -0.7652  -5.6510
H  -2.3024  -0.5480  -6.7146
H  -2.5153  -0.6300  -4.9499

Its spin multiplicity is 1. Its SMILES is C=CC(=O)OCCCCCC[C@@]1(CCCCCCCC)OS(=O)(=O)O[C@H]1C[C@@H](C)F.CCOC(=O)OC.CCOC(=O)OC.CCOC(=O)OC. Its largest force on an atom is 1.7 eV/A. For the LUMO energy, the calculation gives -0.26 eV. For the HOMO energy, the calculation gives -9.034 eV. The orbital gap is 8.8 eV. The electronic energy comes out at -2959.901584 Eh.

***

[2]
This record from the Open Molecules 2025 dataset describes a cluster of 2 separate species, C8H11O2 in total. The level of theory is the ωB97M-V functional and the def2-TZVPD basis.

Element x y z (Å)
C  0.0610  -0.4855  2.6475
C  0.6486  2.4610  -0.6646
C  0.2422  0.4090  1.6533
C  0.1294  1.2355  -0.7576
C  1.9347  -0.6551  -0.3479
C  -1.6261  -1.1577  -1.4914
C  -0.8593  -0.9967  -0.0846
C  -0.0991  0.2351  0.2482
O  2.6733  0.2853  -0.1807
O  1.7314  -1.8136  -0.6176
H  0.5177  -0.3914  3.5415
H  -0.5394  -1.4247  2.3580
H  0.6928  3.2472  -1.5619
H  1.2214  2.8557  0.2141
H  0.9236  1.3594  1.7184
H  -0.4371  1.1254  -1.7690
H  -0.8672  -1.1810  -2.3879
H  -2.3518  -0.2649  -1.7779
H  -2.2966  -1.9962  -1.5673
H  -1.4785  -1.0422  0.7831
H  -0.2209  -1.8046  0.0443

Its spin multiplicity is 1. Its largest force on an atom is 4.5 eV/A. Its energy above the lowest of the compared OMol25 structures with the same formula, charge and spin is 27.4 kcal per mole. For the LUMO energy, the calculation gives 3.90 eV. Its charge is -1. For the HOMO energy, the calculation gives -2.202 eV. The orbital gap is 6.1 eV. The electronic energy comes out at -461.845069 Eh.